[1]
One molecule with the formula C2H2ClNS. Source: OMol25; level of theory: the ωB97M-V functional and the def2-TZVPD basis.

XYZ file:
```
7
Properties=species:S:1:pos:R:3
C -0.3904 0.6581 0.4827
C -1.5028 0.9934 1.1781
N -0.2516 -0.7144 0.9017
S -1.6453 -0.6222 1.8336
Cl -2.2297 2.5045 1.5134
H 0.3223 0.8674 -0.6108
H -0.4774 -1.2257 0.0616
```

Output
HOMO = -8.86 eV
E_LUMO = 0.5 eV
total charge = 0
ΔE to the lowest compared entry with this formula, charge and spin = 1.744 eV
DFT total energy = -26951.1075 eV

Löwdin population analysis, charges in e, atoms 1 to 2: -0.327, -1.050

***

[2]
A 2-piece molecular cluster, C2H2ClO2 overall. Source: OMol25; level of theory: the ωB97M-V functional and the def2-TZVPD basis.

XYZ file:
```
7
Properties=species:S:1:pos:R:3
C -0.0867 -0.4511 0.0956
C -2.8983 0.5897 -0.0130
O -2.5706 1.6889 -0.0746
O -1.3008 -0.6478 0.1313
Cl -4.0911 -0.4452 0.0254
H 0.5178 -1.4747 0.2230
H 0.4782 0.5638 -0.0677
```

Output
HOMO = -16.34 eV
E_LUMO = -5.7 eV
total charge = +1
ΔE to the lowest compared entry with this formula, charge and spin = 0.603 eV
DFT total energy = -18713.4247 eV

Löwdin population analysis, charges in e, atoms 1 to 2: 0.048, -0.659

***

Question: total charge of number 2 (C2H2ClO2)?
Answer: +1